{"formula": "C5H13NO2", "method": "ωB97M-V with the def2-TZVPD basis set", "symbols": ["C", "N", "C", "C", "C", "C", "O", "H", "H", "H", "H", "H", "H", "H", "H", "H", "H", "H", "H", "H", "O"], "xyz": [[2.37168, 1.56198, 0.74640], [1.01954, 1.15617, 0.89763], [-3.04276, -0.04210, 0.78186], [1.06396, -1.24316, 0.23529], [0.54206, 0.22049, 0.02616], [0.57896, 0.50704, -1.47607], [1.35755, 1.20489, -2.03747], [2.43623, 2.32742, -0.04993], [3.04121, 0.78000, 0.36909], [2.67308, 1.92214, 1.72666], [-3.94453, -0.64343, 0.65714], [-3.35121, 0.98009, 0.55232], [-2.30792, -0.39592, 0.04934], [0.20552, -1.87743, -0.03775], [1.93368, -1.48520, -0.37314], [1.30063, -1.34243, 1.29621], [-0.52650, 0.14766, 0.23143], [-0.18895, -0.13210, -2.01057], [-2.68489, -0.16623, 1.80285], [-1.27053, -2.04515, -2.05827], [-1.20678, -1.43475, -1.32920]], "forces_ev_per_angstrom": [[-0.1, -1.2, 0.4], [0.4, 0.3, -1.5], [-0.3, -0.1, -0.4], [0.5, -0.4, 0.1], [-1.8, -0.1, 2.7], [2.0, 1.4, -1.9], [-0.3, -0.1, 0.5], [-0.4, 0.3, 0.1], [0.0, -0.1, 0.2], [0.4, 0.5, -0.3], [0.1, -0.2, 0.0], [0.3, 0.1, 0.3], [-0.4, 0.0, 0.2], [0.2, 0.3, -0.1], [0.1, 0.0, 0.0], [0.1, 0.0, -0.1], [0.0, -0.1, -0.2], [-1.2, -1.1, 0.9], [0.0, 0.2, 0.0], [-0.2, -0.4, -0.4], [0.5, 0.7, -0.4]], "lowdin_charge": [-0.09, 0.13, -0.05, 0.01, -0.40, -0.14, 0.14, 0.12, 0.10, 0.09, 0.02, 0.02, -0.03, 0.07, 0.09, 0.09, 0.09, 0.14, 0.02, -0.05, -0.35], "total_energy_ha": -403.30282, "lumo_energy_ev": -3.28, "homo_energy_ev": -8.4, "fmax_ev_per_a": 3.2, "relative_energy_kj_mol": 718.8}

{"formula": "Cl2FLi2", "method": "ωB97M-V with the def2-TZVPD basis set", "symbols": ["Li", "Li", "Cl", "Cl", "F"], "xyz": [[-3.22740, -34.09633, 11.60812], [-1.85836, -34.53924, 9.08057], [-0.33296, -32.79033, 8.56098], [-4.25188, -34.35769, 9.63238], [-1.36884, -35.46096, 10.85591]], "forces_ev_per_angstrom": [[0.9, -0.9, -1.1], [0.6, 0.0, 1.0], [-0.4, -0.3, -0.1], [0.0, 0.2, 0.3], [-1.1, 0.9, -0.2]], "lowdin_charge": [0.64, 0.45, -0.70, -0.55, -0.85], "total_energy_ha": -1035.57510, "lumo_energy_ev": 2.07, "homo_energy_ev": -4.7, "fmax_ev_per_a": 1.7, "relative_energy_kj_mol": 0.0, "charge": -1}

{"formula": "C18H57BrCuN15O9", "method": "ωB97M-V with the def2-TZVPD basis set", "symbols": ["Cu", "Br", "C", "O", "N", "N", "H", "H", "H", "H", "C", "O", "N", "N", "H", "H", "H", "H", "C", "O", "N", "N", "H", "H", "H", "H", "C", "O", "N", "N", "H", "H", "H", "H", "C", "O", "N", "N", "H", "H", "H", "H", "C", "O", "N", "N", "H", "H", "H", "H", "C", "C", "C", "O", "C", "N", "H", "H", "H", "H", "H", "H", "H", "H", "H", "H", "H", "C", "C", "C", "O", "C", "N", "H", "H", "H", "H", "H", "H", "H", "H", "H", "H", "H", "C", "C", "C", "O", "C", "N", "H", "H", "H", "H", "H", "H", "H", "H", "H", "H", "H"], "xyz": [[-6.64168, -4.73459, 9.25358], [-8.00958, -7.10884, 9.07650], [-1.51446, -4.79609, 10.71139], [-2.72379, -4.74328, 10.71645], [-0.76244, -3.77164, 10.55284], [-0.88428, -5.91796, 10.95027], [0.24052, -3.88070, 10.60061], [-1.22486, -2.87803, 10.64074], [-1.29312, -6.82735, 11.11139], [0.11295, -6.04670, 10.85502], [-4.96389, -2.01512, 10.27327], [-5.57115, -3.02297, 10.01873], [-3.70648, -2.02617, 10.74727], [-5.34993, -0.84605, 9.86740], [-3.28780, -2.94416, 10.79291], [-3.34195, -1.11339, 10.97976], [-4.70791, -0.06730, 9.90543], [-6.15631, -0.77731, 9.26314], [-6.60947, -11.16559, 11.49657], [-6.83226, -12.22393, 11.94524], [-5.36725, -10.62106, 11.26132], [-7.54986, -10.33948, 11.07021], [-5.30598, -9.85865, 10.60171], [-4.58342, -11.07176, 11.71141], [-8.52235, -10.60394, 11.13679], [-7.26870, -9.40893, 10.79612], [-8.82512, -1.07239, 7.23929], [-7.91730, -1.65943, 7.87618], [-9.06380, 0.12236, 7.42779], [-9.58467, -1.57692, 6.33538], [-8.82689, 0.49204, 8.33735], [-9.56358, 0.78372, 6.85079], [-9.48759, -2.58093, 6.28404], [-10.39434, -1.18992, 5.87196], [-5.42045, -6.33649, 11.91230], [-5.68284, -5.47208, 11.09732], [-4.22263, -6.42649, 12.47150], [-6.19085, -7.35941, 12.32540], [-3.62457, -5.61295, 12.44744], [-3.88308, -7.25561, 12.93773], [-7.04634, -7.51676, 11.81210], [-5.84251, -8.01415, 13.01102], [-10.85170, -5.35692, 6.52573], [-10.09927, -4.39668, 6.79868], [-11.62936, -5.35574, 5.51160], [-10.68671, -6.60830, 6.90586], [-11.95781, -4.45774, 5.18630], [-12.08976, -6.17863, 5.14969], [-11.24735, -7.38000, 6.57383], [-9.91984, -6.67159, 7.56009], [-2.64188, -6.14457, 7.31696], [-4.08073, -6.43159, 7.79435], [-4.10952, -7.74119, 8.70100], [-3.46523, -8.79170, 8.02845], [-3.68893, -10.12426, 8.48400], [-4.59380, -5.27461, 8.56627], [-1.96945, -6.35926, 8.14753], [-2.44965, -5.15305, 6.90704], [-2.31814, -6.81792, 6.52330], [-4.76235, -6.57190, 6.95542], [-5.11259, -7.93101, 9.08299], [-3.64536, -7.75939, 9.68707], [-3.29280, -10.80607, 7.73146], [-4.75430, -10.35450, 8.49315], [-3.28559, -10.29342, 9.48240], [-4.38133, -4.45279, 8.01895], [-3.87035, -5.20673, 9.26778], [-7.91800, -2.45549, 12.13411], [-8.76663, -3.63746, 11.44741], [-10.29686, -3.47939, 11.54759], [-10.97935, -4.47952, 10.81583], [-12.37436, -4.40287, 10.57714], [-8.44997, -3.66638, 10.00717], [-8.25137, -2.32710, 13.16391], [-8.24623, -1.54501, 11.63273], [-6.84701, -2.63799, 12.22237], [-8.45359, -4.57834, 11.90001], [-10.73764, -2.52254, 11.26782], [-10.59105, -3.60604, 12.58947], [-12.78252, -3.80397, 11.39129], [-12.89820, -5.34493, 10.73905], [-12.53847, -4.00900, 9.57413], [-9.22746, -4.28034, 9.81054], [-8.78127, -2.85240, 9.50940], [-7.41676, -3.93560, 4.85797], [-6.35152, -4.11745, 5.95623], [-5.30654, -3.00063, 5.96125], [-4.33713, -3.29898, 7.01241], [-3.38917, -2.33640, 7.28403], [-7.20668, -4.12318, 7.15211], [-8.04837, -3.06750, 5.04658], [-8.10974, -4.77691, 4.84918], [-6.97727, -3.84122, 3.86497], [-5.92805, -5.11935, 5.88566], [-5.82069, -2.03977, 5.93902], [-4.80975, -2.95141, 4.99229], [-2.84904, -2.64727, 8.17830], [-3.84755, -1.37888, 7.53128], [-2.84568, -2.25856, 6.34240], [-8.04997, -4.47672, 6.72319], [-7.41793, -3.15344, 7.33939]], "forces_ev_per_angstrom": [[0.2, -0.3, -0.6], [0.3, 0.2, 0.2], [-1.3, -2.0, 0.6], [-2.3, 0.7, 0.0], [2.4, 3.7, -0.7], [2.4, -3.9, 0.5], [-0.3, 0.6, 0.1], [0.6, 0.0, -0.3], [-0.8, 0.6, -0.3], [-0.1, 0.6, 0.0], [1.7, -1.3, -1.1], [-1.1, -1.5, 0.0], [0.2, 0.5, 0.8], [-1.6, 3.8, -0.8], [0.3, -0.2, 0.5], [0.7, -0.7, 0.2], [-0.4, -0.1, -0.1], [-0.1, -0.1, 0.1], [1.1, 2.1, -1.4], [-0.2, -3.7, 2.0], [0.7, -0.1, 0.6], [-1.8, 1.8, -0.7], [0.5, -0.3, 0.4], [0.0, 0.2, -0.5], [0.3, 0.2, -0.1], [-0.8, -0.1, -0.2], [2.3, -4.0, 0.4], [-0.6, 0.2, 0.1], [-0.9, 9.7, 3.2], [-1.3, -4.2, -3.1], [0.4, 0.2, -0.3], [-0.2, -0.7, -0.1], [-0.6, -0.3, -0.4], [0.3, 0.3, 0.6], [0.0, -1.4, 0.0], [-1.0, 0.8, -0.1], [2.7, 0.7, 1.2], [-1.5, -0.2, -0.5], [0.0, -0.3, -0.3], [-0.3, 0.4, 0.0], [-0.1, -0.2, 0.2], [-0.4, 0.1, -0.3], [3.4, -0.5, -0.1], [-0.9, -0.1, 1.0], [-4.4, 2.3, -4.4], [1.3, -0.8, 2.6], [0.0, -0.3, -0.2], [0.0, 0.4, 0.3], [0.4, 0.3, 0.4], [0.1, -1.2, 0.4], [0.1, -0.8, -0.2], [0.0, -0.7, 0.8], [-0.1, 0.2, 0.2], [-0.1, -0.6, -1.1], [-0.7, 0.7, -0.6], [0.0, -1.2, 0.5], [0.2, 0.3, 0.1], [-0.4, 0.2, 0.3], [-0.2, -0.3, 0.0], [0.1, -0.4, 0.0], [-0.9, -0.3, -1.1], [0.9, 1.5, 0.4], [0.5, 0.2, 0.3], [-0.3, 0.1, 0.2], [0.3, -0.1, 0.0], [-0.5, 0.0, -0.4], [-0.5, 0.2, 1.2], [-2.2, -1.1, 0.2], [1.2, 2.2, 0.4], [-1.2, -0.1, 1.4], [1.2, -1.5, -0.8], [0.4, 0.8, 1.2], [0.0, -2.0, 0.1], [-0.2, -0.1, 0.2], [0.7, 0.2, -0.2], [-0.2, 0.0, -0.7], [-0.2, -0.1, -0.2], [0.7, 0.6, -0.3], [0.1, 0.1, 0.4], [-0.4, 0.7, -0.4], [0.6, -0.4, -0.4], [-0.3, 0.1, 0.1], [0.0, -1.1, -1.4], [0.6, 0.8, 0.1], [0.9, 0.1, -1.0], [-0.8, 0.1, -0.2], [0.4, -1.2, -0.2], [-2.6, 0.6, -1.4], [0.0, 0.8, -0.6], [1.2, -0.5, 0.8], [0.4, 0.2, -0.1], [0.2, -0.2, 0.0], [-0.1, 0.0, -0.2], [0.5, 0.2, -0.3], [0.1, 0.4, 1.3], [0.5, -0.5, -0.1], [0.4, -0.2, -0.4], [-0.1, 0.2, -0.1], [1.0, 0.5, 0.4], [-0.7, -0.6, 1.4], [-0.3, 0.4, 0.4]], "lowdin_charge": [0.45, 0.03, -0.76, -0.01, 0.21, 0.20, 0.13, 0.12, 0.12, 0.12, -0.73, 0.00, 0.18, 0.20, 0.06, 0.11, 0.12, 0.10, -0.76, 0.09, 0.14, 0.16, 0.05, 0.11, 0.12, 0.01, -0.76, -0.02, 0.19, 0.21, 0.14, 0.14, 0.06, 0.14, -0.68, -0.03, 0.17, 0.18, 0.09, 0.11, 0.04, 0.11, -0.71, -0.03, 0.17, 0.17, 0.12, 0.12, 0.12, -0.05, -0.03, -0.30, -0.20, -0.19, -0.09, 0.05, 0.07, 0.07, 0.08, 0.13, 0.06, 0.11, 0.09, 0.08, 0.08, 0.01, 0.04, -0.02, -0.33, -0.19, -0.22, -0.08, 0.05, 0.07, 0.07, 0.06, 0.14, 0.13, 0.13, 0.09, 0.09, 0.09, 0.05, 0.08, -0.04, -0.35, -0.11, -0.25, -0.10, 0.04, 0.06, 0.09, 0.09, 0.13, 0.13, 0.13, 0.09, 0.09, 0.10, 0.03, 0.01], "spin_multiplicity": 2, "s2": 0.752, "total_energy_ha": -6432.97081, "lumo_energy_ev": [-1.82, -2.52], "homo_energy_ev": [-10.3, -10.3], "fmax_ev_per_a": 10.3, "charge": 1}